The following is a DFT calculation (wB97M-V/def2-TZVPD) of one molecule with the formula C17H23NO6.

Molar mass ... 337.4 g mol⁻¹
Energy ... -31777.131 eV
Total charge ... 0
SMILES string ... COCCCNC(=O)[C@@H]1CC(=O)O[C@H]1c1ccc(OC)c(OC)c1
2S+1 ... 1

Each line ends with the natural charge from an NBO analysis.
Element x y z (Å)
C: 4.74176 1.55817 -0.71066  -0.25
H: 5.56874 1.73490 -1.39458  0.20
O: 3.78576 2.55159 -0.96978  -0.54
C: 2.64795 2.45301 -0.14746  -0.06
C: 1.65365 3.53416 -0.56646  -0.42
H: 2.12290 4.50640 -0.41801  0.22
H: 1.44489 3.42320 -1.63094  0.22
C: 0.35441 3.46838 0.22792  -0.22
N: -0.42140 2.30638 -0.14923  -0.62
C: -1.76674 2.25580 -0.07764  0.69
O: -2.46747 3.19094 0.23738  -0.62
C: -2.30876 0.86970 -0.41703  -0.33
C: -3.81640 0.80312 -0.60105  -0.53
C: -4.17295 -0.56624 -0.04897  0.80
O: -5.17891 -1.18517 -0.22738  -0.56
O: -3.15652 -1.03414 0.69643  -0.49
C: -2.09043 -0.09533 0.77998  0.09
C: -0.74723 -0.76775 0.73971  -0.09
C: 0.28569 -0.32576 1.54432  -0.17
C: 1.54628 -0.90176 1.44745  -0.32
C: 1.78524 -1.93153 0.55446  0.27
C: 0.72546 -2.39991 -0.26056  0.27
C: -0.51931 -1.80520 -0.16320  -0.25
H: -1.34364 -2.15154 -0.76529  0.22
O: 1.03946 -3.42036 -1.09624  -0.48
C: 0.01688 -3.97912 -1.88619  -0.25
H: -0.37897 -3.25434 -2.60521  0.17
H: -0.80162 -4.36516 -1.27098  0.18
H: 0.48209 -4.80188 -2.42618  0.20
O: 2.97801 -2.55765 0.37954  -0.48
C: 4.04643 -2.21518 1.22749  -0.25
H: 4.86845 -2.86835 0.94000  0.20
H: 4.35285 -1.17194 1.09398  0.17
H: 3.79651 -2.38852 2.27904  0.18
H: 2.33444 -0.53891 2.08711  0.22
H: 0.11871 0.46957 2.25479  0.21
H: -2.20307 0.45695 1.72429  0.20
H: -4.15164 0.91183 -1.62987  0.25
H: -4.30249 1.57527 0.00262  0.27
H: -1.78905 0.47699 -1.29652  0.22
H: 0.08960 1.45314 -0.31407  0.41
H: -0.26842 4.34366 0.03047  0.23
H: 0.57569 3.44239 1.30299  0.18
H: 2.93024 2.58646 0.91016  0.16
H: 2.20582 1.44676 -0.24830  0.15
H: 5.10570 1.61513 0.32367  0.16
H: 4.33033 0.55546 -0.88693  0.16

Atomic forces in eV per Å
C 0.02 -0.06 0.03
H 0.05 -0.08 0.04
O -0.16 0.19 -0.07
C -0.17 0.11 -0.09
C 0.16 -0.24 0.20
H 0.01 0.04 0.00
H -0.02 0.04 -0.04
C 0.03 0.22 -0.07
N 0.41 0.07 -0.05
C 0.16 -0.61 -0.34
O -0.29 0.32 0.18
C -0.36 0.12 0.17
C 0.21 0.00 0.09
C -0.56 0.41 -0.59
O 0.06 -0.07 0.10
O 0.24 -0.51 0.27
C 0.37 0.46 -0.02
C 0.00 0.00 0.32
C -0.36 -0.11 -0.11
C 0.28 -0.20 -0.10
C 0.03 -0.05 -0.07
C 0.11 0.00 -0.04
C 0.13 -0.14 -0.06
H -0.06 -0.11 -0.11
O 0.22 0.22 0.30
C -0.19 -0.09 -0.15
H 0.01 -0.02 0.04
H 0.03 0.03 -0.02
H -0.08 0.05 0.02
O -0.40 -0.04 -0.18
C 0.18 0.07 0.14
H -0.02 0.07 0.06
H -0.04 -0.03 0.02
H 0.00 0.02 -0.03
H 0.13 -0.01 0.04
H -0.04 0.10 0.10
H 0.05 -0.06 -0.15
H -0.05 -0.06 0.06
H 0.00 -0.05 -0.03
H -0.02 -0.02 0.10
H -0.18 -0.04 -0.02
H 0.11 -0.07 0.10
H -0.06 0.10 -0.04
H -0.05 -0.05 -0.05
H 0.07 0.05 0.05
H 0.01 -0.02 -0.02
H 0.03 0.01 0.00

The following is a DFT calculation (wB97M-V/def2-TZVPD) of C17H24AsBrN2O2SSiV as an isolated structure.

Molar mass ... 554.3 g mol⁻¹
Energy ... -200372.975 eV
Total charge ... +1
2S+1 ... 3

Each line ends with the natural charge from an NBO analysis.
Element x y z (Å)
V: 0.44780 -0.63526 -0.86135  1.14
C: 0.97407 4.06857 2.97512  -1.11
Si: -0.73045 3.51779 2.46218  1.62
C: -1.24902 4.31805 0.85948  -1.12
C: -1.99911 3.89163 3.78018  -1.12
C: -0.66436 1.61315 2.30222  -0.47
C: -0.99806 0.81579 3.40156  -0.10
C: -0.92368 -0.57224 3.36370  -0.26
C: -0.51558 -1.17490 2.19289  0.07
N: -0.19523 -0.44062 1.12603  -0.55
C: -0.25325 0.90145 1.18112  0.12
S: 0.30373 1.56152 -0.37643  -0.06
H: 1.00121 5.15108 3.11662  0.25
H: 1.71646 3.81404 2.21560  0.25
H: 1.27875 3.60176 3.91353  0.25
H: -1.46139 5.37088 1.06139  0.25
H: -2.15808 3.87524 0.44679  0.24
H: -0.47228 4.27908 0.09651  0.25
H: -2.11286 4.97377 3.87162  0.26
H: -1.71857 3.51869 4.76627  0.24
H: -2.97769 3.47962 3.52395  0.24
H: -1.32731 1.28913 4.31780  0.23
H: -1.17555 -1.17261 4.22570  0.24
H: -0.43007 -2.24948 2.09245  0.22
Br: 6.67689 -4.62703 -1.13592  0.12
C: 5.36268 -3.78285 -2.18231  -0.15
C: 5.45203 -3.82038 -3.57210  0.07
N: 4.56315 -3.24500 -4.37498  -0.39
C: 3.54357 -2.60676 -3.81744  0.10
C: 3.37594 -2.52103 -2.43829  -0.25
C: 4.30614 -3.12252 -1.59452  -0.12
C: 2.23258 -1.80004 -1.88358  0.79
O: 2.04896 -1.72954 -0.60322  -0.68
O: 1.36902 -1.21946 -2.61017  -0.67
H: 6.27775 -4.33627 -4.04762  0.22
H: 2.82988 -2.13735 -4.48305  0.22
H: 4.19777 -3.06606 -0.52036  0.25
C: -2.60869 -2.92678 -1.43718  -0.93
As: -1.99904 -1.09250 -1.54889  0.98
C: -2.46085 -0.56956 -3.34982  -0.93
C: -3.25812 -0.12929 -0.44218  -0.93
H: -3.65712 -2.97803 -1.72645  0.25
H: -2.49724 -3.29040 -0.41731  0.24
H: -2.01780 -3.54944 -2.10621  0.25
H: -3.51198 -0.78319 -3.53616  0.24
H: -1.84148 -1.12096 -4.05450  0.25
H: -2.27497 0.49579 -3.47200  0.25
H: -4.27450 -0.33509 -0.77378  0.25
H: -3.05204 0.93683 -0.52228  0.25
H: -3.14200 -0.43919 0.59541  0.24

Atomic forces in eV per Å
V 0.03 0.01 0.07
C 0.01 0.01 -0.03
Si 0.03 0.00 0.01
C -0.02 0.00 -0.01
C 0.01 -0.02 0.00
C -0.06 0.01 0.10
C -0.03 -0.02 -0.06
C 0.00 -0.01 -0.02
C 0.01 0.03 0.03
N -0.03 -0.04 0.01
C 0.08 0.00 -0.08
S -0.01 0.02 -0.03
H 0.00 0.00 0.00
H 0.00 0.00 0.00
H 0.00 0.00 0.00
H -0.01 0.01 -0.01
H 0.00 -0.01 0.01
H -0.01 0.01 0.01
H 0.00 0.01 -0.01
H 0.01 -0.01 0.01
H 0.00 0.01 0.01
H -0.01 0.01 0.02
H 0.00 0.00 0.00
H 0.00 0.00 0.00
Br 0.00 0.00 0.00
C 0.00 0.00 -0.01
C 0.00 0.00 0.00
N 0.00 -0.01 0.01
C 0.02 0.02 0.00
C 0.00 -0.01 -0.01
C 0.00 0.00 0.00
C -0.02 -0.01 -0.01
O 0.00 -0.04 -0.03
O 0.02 0.02 -0.01
H 0.00 0.00 0.00
H 0.00 -0.01 0.00
H 0.00 0.00 0.00
C -0.01 0.00 -0.01
As 0.00 -0.01 0.01
C 0.02 0.01 0.00
C 0.00 0.00 0.00
H 0.00 0.00 0.00
H 0.00 0.00 0.00
H 0.00 0.00 0.00
H 0.00 0.00 0.00
H 0.00 0.00 0.00
H 0.00 0.00 0.00
H 0.00 0.00 0.00
H 0.00 0.00 0.00
H 0.00 0.00 0.00

The following is a DFT calculation (wB97M-V/def2-TZVPD) of C17H24AuNSi as an isolated structure.

Molar mass ... 467.4 g mol⁻¹
Energy ... -31077.499 eV
Total charge ... 0
2S+1 ... 1

Each line ends with the natural charge from an NBO analysis.
Element x y z (Å)
Au: 0.44721 0.83752 0.35095  0.13
C: 3.07636 -3.04790 -2.11964  -0.41
N: 3.03000 -2.15794 -0.93297  -0.34
C: 3.26943 -0.73061 -1.31794  -0.43
C: 1.73127 -2.33240 -0.14381  -0.25
C: 1.89568 -1.84297 1.26294  -0.07
C: 2.37895 -2.73907 2.22390  -0.25
C: 2.61722 -2.30122 3.51612  -0.24
C: 2.37909 -0.96379 3.82492  -0.20
C: 1.89384 -0.09131 2.85664  -0.24
C: 1.62590 -0.49781 1.53570  -0.43
H: 3.98353 -2.85509 -2.68647  0.22
H: 2.20676 -2.83928 -2.73815  0.23
H: 3.05236 -4.08416 -1.79521  0.22
H: 3.76371 -2.42956 -0.28049  0.43
H: 2.59551 -0.48553 -2.13731  0.23
H: 4.30567 -0.61628 -1.62805  0.21
H: 3.03595 -0.09438 -0.47253  0.28
H: 1.50161 -3.39663 -0.18501  0.21
H: 0.97786 -1.75632 -0.67987  0.25
H: 2.53613 -3.78692 1.97017  0.19
H: 2.96908 -2.98984 4.27407  0.21
H: 2.57007 -0.60281 4.82995  0.21
H: 1.71923 0.94290 3.13679  0.21
C: -1.68982 3.31737 1.29023  -1.09
Si: -1.20845 2.37223 -0.28937  0.98
C: -0.98688 3.72742 -1.58923  -1.11
C: -2.85254 1.51803 -0.75134  -0.43
C: -3.27164 0.39038 -0.03195  -0.15
C: -4.50612 -0.20631 -0.25819  -0.24
C: -5.36019 0.30851 -1.22830  -0.23
C: -4.96458 1.41716 -1.96605  -0.22
C: -3.72734 2.01040 -1.72710  -0.22
H: -2.49555 4.03378 1.09056  0.22
H: -0.83873 3.86610 1.70974  0.22
H: -2.04086 2.61773 2.05615  0.23
H: -1.80641 4.45106 -1.53905  0.22
H: -0.95398 3.31609 -2.60421  0.22
H: -0.05100 4.27094 -1.42262  0.23
H: -2.61208 -0.02978 0.72450  0.20
H: -4.80629 -1.07311 0.32047  0.20
H: -6.32586 -0.15015 -1.40725  0.20
H: -5.62316 1.82653 -2.72479  0.20
H: -3.44095 2.87702 -2.31694  0.20

Atomic forces in eV per Å
Au 0.19 -0.09 0.22
C 0.02 0.01 0.01
N -0.09 0.12 -0.05
C -0.04 -0.12 -0.10
C -0.12 -0.01 0.07
C 0.23 -0.05 -0.21
C -0.01 -0.01 0.03
C -0.03 0.04 -0.06
C 0.01 0.04 -0.11
C 0.18 -0.16 0.05
C -0.18 0.17 0.14
H 0.02 0.02 0.01
H -0.01 0.03 0.02
H -0.01 -0.02 0.04
H 0.09 0.00 0.05
H 0.00 -0.02 0.04
H 0.00 -0.06 -0.03
H -0.02 0.04 0.16
H 0.02 -0.04 -0.06
H -0.04 -0.01 -0.03
H 0.00 0.07 0.02
H 0.01 0.02 -0.02
H -0.03 -0.02 -0.03
H -0.04 -0.06 0.00
C 0.01 0.07 0.08
Si -0.34 0.11 -0.04
C 0.19 -0.01 -0.15
C -0.11 -0.04 -0.04
C -0.04 0.03 -0.06
C 0.02 0.06 -0.06
C 0.08 0.05 0.00
C 0.05 -0.03 0.05
C 0.02 -0.08 0.05
H 0.05 -0.06 0.02
H -0.07 -0.05 -0.05
H 0.02 0.07 -0.04
H 0.02 -0.03 -0.01
H 0.02 0.06 0.07
H -0.08 -0.03 -0.01
H -0.03 0.04 -0.03
H 0.02 0.02 -0.01
H 0.03 0.01 0.01
H 0.03 -0.02 0.02
H -0.04 -0.05 0.06

The following is a DFT calculation (wB97M-V/def2-TZVPD) of C17H24BF4I2N5OSr as an isolated structure in a non-equilibrium geometry.

Molar mass ... 742.6 g mol⁻¹
Energy ... -56111.535 eV
Total charge ... 0
2S+1 ... 1

Each line ends with the natural charge from an NBO analysis.
Element x y z (Å)
Sr: -0.79458 0.16242 0.35520  1.82
N: -1.57103 2.39723 -1.51302  -0.87
C: -2.77679 3.13618 -1.11098  -0.23
C: -3.72845 2.25524 -0.32221  -0.23
N: -3.10337 1.68492 0.86576  -0.69
C: -2.89103 2.60628 1.98910  -0.24
C: -1.46970 3.14907 2.10433  -0.23
N: -0.50027 2.05844 2.22915  -0.89
H: -0.90374 3.04007 -1.92247  0.37
H: -1.79565 1.72743 -2.24292  0.37
H: -3.31526 3.56665 -1.96222  0.18
H: -2.45991 3.97725 -0.49122  0.19
H: -4.05526 1.41497 -0.94110  0.21
H: -4.62892 2.83692 -0.08051  0.18
H: -3.67931 0.91422 1.18808  0.41
H: -3.13063 2.06351 2.90715  0.21
H: -3.58418 3.45705 1.94252  0.18
H: -1.44196 3.84697 2.94917  0.18
H: -1.20823 3.71928 1.21162  0.18
H: -0.60007 1.57522 3.11696  0.38
H: 0.45983 2.38493 2.19916  0.39
I: 5.76779 -4.32591 -0.00478  0.13
C: 4.22897 -3.03099 0.48946  -0.23
C: 4.51352 -1.76664 0.98103  -0.25
C: 3.47553 -0.90238 1.29128  -0.27
I: 3.92601 1.00980 1.95769  0.12
C: 2.12234 -1.24885 1.11127  0.42
O: 1.16599 -0.40808 1.31896  -0.93
C: 1.85867 -2.55509 0.60992  -0.15
C: 0.44320 -3.03704 0.39272  -0.24
N: -0.33770 -2.25669 -0.59145  -0.68
C: 0.27135 -2.15669 -1.92008  -0.26
C: 1.29653 -1.04137 -2.00324  0.23
C: 2.62313 -1.30298 -2.31549  -0.23
C: 3.52936 -0.25812 -2.32218  -0.14
C: 3.08467 1.02041 -2.03118  -0.24
C: 1.74084 1.19656 -1.75676  0.04
N: 0.85599 0.19815 -1.74744  -0.54
C: 2.90408 -3.41547 0.31680  -0.22
H: 5.53894 -1.44989 1.11753  0.23
H: 0.50477 -4.08234 0.06800  0.18
H: -0.12193 -3.00449 1.32640  0.23
H: -1.25540 -2.68191 -0.67421  0.40
H: 0.73711 -3.10028 -2.23069  0.19
H: -0.52516 -1.93386 -2.63359  0.22
H: 2.94306 -2.31938 -2.49977  0.23
H: 4.57412 -0.45011 -2.52995  0.23
H: 3.76099 1.86266 -1.99801  0.23
H: 1.35131 2.17961 -1.51392  0.19
H: 2.67801 -4.40467 -0.06492  0.22
F: -4.43756 -1.16010 1.72934  -0.55
B: -3.34109 -1.69855 1.08612  1.34
F: -3.28823 -3.06941 1.08027  -0.54
F: -3.26993 -1.18987 -0.24929  -0.59
F: -2.14079 -1.19026 1.73862  -0.61

Atomic forces in eV per Å
Sr -0.82 0.82 -0.57
N -0.03 -0.07 0.13
C 0.02 0.07 -0.03
C 0.02 -0.09 0.00
N 0.03 -0.07 0.29
C -0.11 0.00 -0.07
C 0.04 0.01 0.01
N -0.01 -0.01 0.07
H 0.05 -0.06 -0.02
H -0.02 0.02 -0.03
H -0.02 -0.04 0.00
H -0.01 0.00 -0.01
H 0.03 0.02 -0.03
H 0.03 0.04 0.03
H -0.01 0.00 -0.04
H 0.04 0.01 0.02
H -0.01 -0.01 0.00
H 0.00 0.01 0.00
H 0.00 -0.01 -0.01
H -0.02 0.00 -0.01
H -0.01 0.02 -0.01
I 0.21 -0.18 -0.07
C -0.33 0.21 0.07
C 0.02 0.06 0.02
C 0.21 -0.34 -0.16
I -0.04 0.20 0.07
C -0.33 0.16 -0.20
O 0.56 -0.21 0.46
C 0.12 -0.13 -0.01
C 0.07 0.03 -0.05
N 0.18 0.08 -0.12
C 0.07 -0.07 -0.02
C -0.06 -0.09 -0.02
C -0.02 0.06 -0.01
C 0.07 -0.11 -0.04
C -0.05 0.09 0.02
C 0.02 -0.08 -0.03
N 0.14 -0.22 -0.02
C 0.04 0.00 0.00
H 0.00 0.00 0.00
H -0.05 -0.03 0.06
H 0.00 0.01 0.02
H -0.02 0.00 0.04
H 0.03 0.02 -0.01
H -0.01 -0.02 0.00
H 0.00 0.00 0.00
H 0.00 0.03 0.00
H 0.01 -0.01 0.00
H 0.02 0.02 0.01
H 0.01 0.00 0.00
F -0.03 0.03 -0.01
B 0.12 0.01 -0.02
F -0.05 -0.01 -0.03
F 0.21 0.13 -0.03
F -0.33 -0.30 0.36